Record 1
This record from the Open Molecules 2025 dataset describes C2H3F3O in the gas phase in a non-equilibrium geometry. The level of theory is ωB97M-V/def2-TZVPD.

Geometry as XYZ:
```
9
Properties=species:S:1:pos:R:3
O 0.33 -1.07 -0.97
C 0.05 0.23 -0.57
H -0.80 0.66 -0.98
H -0.48 1.07 1.65
F 0.20 -0.99 -2.40
F -0.93 -0.94 1.42
C -0.18 0.14 1.12
F 1.07 -0.06 1.60
H 0.72 0.95 -0.87
```

Output
LUMO energy = 0.021 Eh
2S+1 = 1
Highest occupied orbital energy = -11.38 eV
Max |F| = 4.483 eV Å⁻¹
Kohn-Sham gap = 11.9 eV
E = -12318.03140 eV
Structure (SMILES) = FOCC(F)F
Energy above the lowest of the compared OMol25 structures with the same formula, charge and spin = 458.06 kJ/mol

Charges obtained by Mulliken population analysis, quoted in units of e: -0.109, -0.551, 0.371, 0.248, -0.184, -0.217, 0.300, -0.245, 0.389


Record 2
This record from the Open Molecules 2025 dataset describes C12H41KN3O7 as an isolated structure in a non-equilibrium geometry. The level of theory is ωB97M-V/def2-TZVPD.

Geometry as XYZ:
```
64
Properties=species:S:1:pos:R:3
H 3.19 -6.57 0.67
H -0.54 2.29 5.98
H -1.43 3.80 5.95
K 0.75 -1.17 -0.27
H 0.03 -5.71 0.57
O -0.41 -2.33 -2.58
C 0.38 3.57 -2.72
H -2.72 3.32 3.71
H -1.47 1.47 -3.77
H -0.64 5.99 -3.24
O -1.79 -0.61 0.09
H 1.18 -5.03 1.70
H -2.29 1.77 4.45
H 1.40 3.87 -2.77
H 3.87 -4.11 -0.26
H -3.82 1.51 2.27
C 1.94 -5.07 -0.34
H -0.67 5.65 -5.00
H 0.42 3.68 5.65
C -1.56 2.84 1.14
C -0.57 3.27 5.49
H 1.79 1.71 1.65
N 1.03 1.62 -1.49
H -1.70 1.57 -2.06
H 0.91 0.74 2.43
H -2.59 -1.00 -0.28
C -1.26 -3.71 0.34
O 0.16 -3.65 0.65
H 0.68 2.02 -0.61
H -0.16 3.96 -1.84
H -1.20 -2.30 -3.14
H -0.93 1.18 2.36
H 2.93 -2.43 -1.45
C -0.97 1.34 -2.82
H 2.95 -3.60 0.84
H 1.49 -4.91 -1.35
O -0.21 4.04 -3.89
O -0.74 3.13 4.05
H -1.76 -4.09 1.21
H -3.00 0.09 2.51
H -1.33 2.35 0.20
C -1.96 2.51 3.68
H -0.78 0.26 -2.63
C 2.68 -6.35 -0.28
O 2.94 -1.47 -1.73
C 0.80 -4.93 0.67
C -1.81 1.85 2.33
H -1.55 -2.70 0.16
C -0.19 5.41 -4.05
H 1.90 -7.16 -0.29
H -1.47 -4.31 -0.52
H 0.88 5.76 -4.07
H 0.39 -2.35 -3.14
H -0.74 3.54 1.35
H -2.46 3.41 1.03
O 1.70 0.78 1.88
C 0.36 2.04 -2.69
H 3.37 -6.60 -1.09
N -2.98 0.98 2.04
H 0.97 1.75 -3.53
H 1.99 1.89 -1.65
N 2.88 -3.85 -0.14
H 3.85 -1.16 -1.78
H -2.11 0.19 0.46
```

Output
LUMO energy = -0.082 Eh
2S+1 = 1
Highest occupied orbital energy = -11.79 eV
Max |F| = 2.815 eV Å⁻¹
Kohn-Sham gap = 9.6 eV
Net charge = +1
E = -48231.92665 eV

Charges obtained by Mulliken population analysis, quoted in units of e: 0.378, 0.340, 0.298, 0.609, 0.494, -0.454, -0.641, 0.346, 0.445, 0.303, -0.354, 0.317, 0.407, 0.444, 0.289, 0.237, 1.076, 0.238, 0.267, -0.539, -0.798, 0.275, -0.170, 0.233, 0.320, 0.217, 0.241, -0.212, -0.013, 0.262, 0.224, -0.439, 0.390, -1.044, 0.246, -0.019, -0.313, -0.305, 0.412, 0.247, -0.466, -0.903, 0.034, -1.582, -0.573, -1.187, 1.177, -0.739, -0.719, 0.380, 0.373, 0.284, 0.273, 0.389, 0.376, -0.588, 0.067, 0.390, -0.635, 0.450, 0.277, -0.660, 0.215, 0.116


Record 3
This record from the Open Molecules 2025 dataset describes C21H20CaN4O5 as an isolated structure. The level of theory is ωB97M-V/def2-TZVPD.

Geometry as XYZ:
```
51
Properties=species:S:1:pos:R:3
H 0.87 -0.94 -4.47
O -1.24 3.30 -3.20
H 2.67 1.21 -2.43
H 0.33 5.49 0.30
H -0.74 -0.51 -3.88
O 0.33 -3.15 -3.40
C 0.56 0.48 3.97
H 0.61 -1.01 5.51
H 0.38 1.61 -4.46
H 2.30 0.80 0.03
C 0.12 0.76 2.68
C -2.32 -4.46 0.95
C 0.34 4.55 0.83
C 2.57 -0.60 -1.32
O 1.91 -0.06 -0.17
C -1.60 -3.65 1.82
C -0.93 2.18 -2.84
H 0.93 3.14 3.83
Ca -0.57 0.03 -0.59
C 0.42 1.64 -3.36
C 0.29 -0.77 4.50
H 1.16 2.39 -3.10
N -0.07 2.20 0.76
C 2.25 0.21 -2.56
H -3.28 -2.03 -1.16
C 0.28 -0.77 -3.57
C 0.67 3.22 2.78
H -3.51 -4.48 -0.84
C -0.79 -1.36 2.46
H 1.02 5.33 2.71
C -2.83 -2.52 -0.31
N 0.81 0.35 -2.78
N -2.15 -1.73 0.52
C -0.41 -1.70 3.75
C 0.71 4.45 2.15
O -1.56 1.43 -2.01
H -0.39 3.43 -0.86
H -2.36 -5.53 1.11
H 2.76 -0.24 -3.43
C 0.27 2.11 2.05
N -0.51 -0.16 1.95
H 1.10 1.21 4.55
C -1.54 -2.29 1.57
H 2.21 -1.63 -1.40
O -0.16 -1.97 -1.55
H 3.65 -0.62 -1.16
C -2.95 -3.88 -0.13
C 0.16 -2.10 -2.79
C -0.05 3.39 0.17
H -1.07 -4.09 2.65
H -0.66 -2.66 4.17
```

Output
LUMO energy = -0.026 Eh
2S+1 = 1
Highest occupied orbital energy = -8.40 eV
Max |F| = 0.096 eV Å⁻¹
Kohn-Sham gap = 7.7 eV
E = -56743.61728 eV
Energy above the lowest of the compared OMol25 structures with the same formula, charge and spin = 22.06 kJ/mol

Charges obtained by Mulliken population analysis, quoted in units of e: 0.325, -0.732, 0.402, 0.466, 0.418, -0.758, -0.945, 0.426, 0.309, 0.270, 0.846, -0.448, -0.994, -0.765, -0.383, -0.736, 0.430, 0.302, 2.006, -0.712, -0.764, 0.288, 0.203, -0.830, 0.452, -0.762, -0.951, 0.393, 0.480, 0.434, -0.136, 0.888, -0.405, -0.750, -0.455, -0.834, 0.412, 0.429, 0.324, 0.362, 0.011, 0.344, 0.859, 0.388, -0.596, 0.418, -0.631, 0.203, -0.127, 0.293, 0.332


Record 4
This record from the Open Molecules 2025 dataset describes C4H6S in the gas phase in a non-equilibrium geometry. The level of theory is ωB97M-V/def2-TZVPD.

Geometry as XYZ:
```
11
Properties=species:S:1:pos:R:3
C 0.05 -0.22 -0.18
C -1.28 -0.60 -0.17
C 1.04 -1.08 0.06
H -1.40 -1.65 -0.43
S -2.75 -0.05 0.05
H 1.37 1.60 0.11
C 0.30 1.40 -0.07
H 2.00 -0.65 0.35
H -0.10 1.98 -0.78
H 0.99 -2.27 0.15
H -0.22 1.53 0.93
```

Output
LUMO energy = -0.024 Eh
2S+1 = 1
Highest occupied orbital energy = -8.46 eV
Max |F| = 6.423 eV Å⁻¹
Kohn-Sham gap = 7.8 eV
E = -15078.11686 eV
Structure (SMILES) = C=C(C)C=S
Energy above the lowest of the compared OMol25 structures with the same formula, charge and spin = 161.70 kJ/mol

Charges obtained by Mulliken population analysis, quoted in units of e: 0.862, -0.447, -0.743, 0.242, -0.253, 0.321, -1.102, 0.245, 0.354, 0.220, 0.302


Record 5
This record from the Open Molecules 2025 dataset describes C43H48AsF6N6O6P2Si2V as an isolated structure in a non-equilibrium geometry. The level of theory is ωB97M-V/def2-TZVPD.

Geometry as XYZ:
```
115
Properties=species:S:1:pos:R:3
H 3.38 6.30 1.60
H 2.00 -5.19 -0.48
H 4.89 1.32 1.07
C 4.59 -1.85 -1.15
H -0.87 -4.93 -3.12
C 1.96 3.36 0.74
H 1.76 -2.22 3.45
C 2.36 5.92 -0.25
C 1.61 -2.35 1.31
H -3.52 -4.19 -2.96
H -0.93 -3.22 4.79
C 3.37 0.70 4.26
C 2.12 -5.05 1.65
C -1.13 -2.47 2.79
C -1.46 -1.53 -4.17
H 6.18 0.57 0.15
H -0.23 -4.42 -1.56
H 3.59 -0.67 2.63
C 2.53 1.62 4.88
O -0.24 2.01 -2.97
Si 3.91 -0.13 -0.72
H -2.67 -0.23 2.73
C 2.84 5.58 1.01
C 0.83 1.15 3.24
H 1.55 -2.76 -0.78
C 2.94 0.02 3.14
C 2.63 4.30 1.50
O -5.90 5.00 -1.65
H 4.60 0.78 -3.00
H 3.08 1.57 -2.50
C 1.69 5.00 -1.02
O -3.69 1.28 -2.80
H 1.82 2.35 1.09
C -2.68 4.01 0.64
C -5.24 4.02 -1.90
H -4.87 2.45 -2.99
H 0.63 2.59 4.82
C -2.93 1.53 -1.87
C 5.21 1.04 0.07
H 4.51 -2.55 -0.33
V -0.36 0.28 -1.55
H -4.93 0.63 3.24
H -2.73 4.39 2.71
P -1.48 -1.36 0.33
C -1.81 -4.06 1.12
H -2.05 -4.29 0.10
H -1.61 -0.47 -3.97
H -0.15 1.34 2.82
C 1.26 1.85 4.36
C -3.42 -3.27 -2.39
C 1.69 -3.18 0.20
H 2.21 -4.61 3.74
O -1.92 0.80 -1.55
C -4.12 -0.63 -0.31
N 0.40 2.96 -2.46
H 2.52 6.92 -0.64
H -6.11 -0.06 -0.81
H -0.47 -1.65 -4.61
Si -1.63 -2.59 -2.59
N 0.80 2.75 -1.28
H -4.17 -2.58 -2.77
C -2.10 4.62 1.85
H 4.37 0.54 4.65
C -0.44 -4.09 -2.58
N -2.26 2.93 0.04
F 3.59 1.02 -5.18
H 1.33 5.24 -2.01
C -4.69 0.29 2.24
C -0.34 -0.07 0.62
H 3.05 -0.17 -2.94
As 2.86 -0.46 -4.58
C 1.49 3.72 -0.52
C -1.86 -5.05 2.10
H 2.86 2.15 5.75
H -1.60 -5.51 4.17
F 2.22 -1.98 -3.96
H -2.04 5.71 1.75
C -1.45 -2.77 1.47
H 5.64 -1.82 -1.45
H 2.99 4.03 2.48
F 1.33 0.33 -4.55
C -5.66 0.34 1.25
C 2.06 -4.21 2.75
N 2.47 0.05 0.12
F 4.47 -1.20 -4.50
F 2.60 -1.02 -6.19
C 3.66 0.64 -2.48
H -1.11 4.22 2.02
H -2.17 -1.83 -4.93
O 0.51 1.60 -0.69
H 2.32 -6.10 1.78
H -3.66 -3.49 -1.35
C 1.66 0.22 2.64
H -2.14 -6.06 1.83
H 4.03 -2.27 -1.99
C -1.19 -3.45 3.76
C -5.37 -0.11 -0.03
F 0.95 -0.49 -2.13
C 1.94 -4.53 0.38
H 5.33 1.96 -0.50
N -1.17 -1.61 -1.22
C -3.11 2.70 -1.00
H -4.32 5.33 0.23
N -3.78 4.51 0.01
O -5.50 3.22 -2.91
C -3.43 -0.20 1.96
H -6.65 0.72 1.47
H -0.81 -1.46 3.04
C -4.08 3.69 -1.04
H 0.51 -3.84 -3.05
C -1.56 -4.74 3.42
C 1.81 -2.87 2.59
H -3.88 -0.98 -1.30
C -3.14 -0.67 0.68
P 1.33 -0.56 1.02
```

Output
LUMO energy (spin up / spin down) = -0.050 / -0.050 Eh
2S+1 = 1
Highest occupied orbital energy (spin up / spin down) = -8.19 / -8.19 eV
Max |F| = 4.462 eV Å⁻¹
Kohn-Sham gap (spin up / spin down) = 6.8 / 6.8 eV
E = -203762.57884 eV
Energy above the lowest of the compared OMol25 structures with the same formula, charge and spin = 385.76 kJ/mol

These are the Mulliken partial charges, in e, on atoms 1 to 99: 0.451, 0.548, 0.232, -1.296, 0.594, 1.184, 0.484, -0.668, 0.865, 0.538, 0.472, -0.949, -0.934, -0.069, -1.242, 0.428, 0.105, 0.636, -0.809, -0.307, 0.223, 0.246, -0.650, -0.196, 0.638, -1.139, -1.008, -0.637, 0.756, 0.395, -0.684, -0.979, -0.208, 0.007, 0.611, 0.403, 0.467, 0.377, -1.323, 0.340, -1.064, 0.460, 0.310, 0.832, -0.617, 0.246, 0.220, 0.384, -0.654, -1.419, -0.262, 0.434, 0.631, -0.427, -1.189, 0.431, 0.523, 0.287, 0.731, 0.953, 0.372, -1.285, 0.457, -0.999, -0.021, -0.443, 0.542, -0.793, 0.629, -0.988, 2.015, -0.143, -1.071, 0.399, 0.425, -0.412, 0.455, 2.067, 0.529, 0.478, -0.448, -0.825, -0.767, 0.744, -0.486, -0.460, -0.388, 0.084, 0.580, 0.864, 0.418, 0.381, 0.492, 0.467, 0.249, -1.140, -0.860, -0.303, -1.296


Record 6
This record from the Open Molecules 2025 dataset describes an isolated ion of composition C3H6NO2 and charge -1 in a non-equilibrium geometry. The level of theory is ωB97M-V/def2-TZVPD.

Geometry as XYZ:
```
12
Properties=species:S:1:pos:R:3
N 0.67 0.65 -1.75
O -1.50 -0.64 2.42
H 1.74 0.18 0.06
H 0.40 1.67 -1.68
C 0.75 -0.02 -0.36
H -0.13 0.28 -2.26
H 0.04 1.07 1.39
O -0.39 -2.12 0.94
C -0.80 -0.97 1.39
H 0.63 -1.19 -0.68
C -0.34 0.37 0.64
H -1.07 0.71 -0.12
```

Output
LUMO energy = 0.159 Eh
2S+1 = 1
Highest occupied orbital energy = -3.89 eV
Max |F| = 3.505 eV Å⁻¹
Kohn-Sham gap = 8.2 eV
Net charge = -1
E = -8793.93148 eV
Structure (SMILES) = NCCC(=O)[O-]
Energy above the lowest of the compared OMol25 structures with the same formula, charge and spin = 124.02 kJ/mol

Charges obtained by Mulliken population analysis, quoted in units of e: -0.737, -0.722, 0.294, 0.227, -0.286, 0.272, 0.192, -0.722, 0.550, 0.249, -0.526, 0.209